[1]
A 2-piece molecular cluster, C2H8NO3 overall in a non-equilibrium geometry. Source: OMol25; level of theory: ωB97M-V with the def2-TZVPD basis set.

CARTESIAN COORDINATES (ANGSTROEM)
C (1.842588, 0.123662, 0.741019)
C (-1.617345, 0.164087, -0.294686)
N (0.979102, -0.452201, -0.284929)
O (-1.552501, -1.065471, -0.700852)
O (-1.711940, 1.076101, -1.176304)
O (-1.640854, 0.455778, 0.950711)
H (1.441248, 1.096595, 0.948259)
H (1.701584, -0.325241, 1.688527)
H (2.954243, 0.208079, 0.498936)
H (1.468255, -0.297966, -1.233700)
H (0.958131, -1.455606, -0.317780)
H (-1.146274, -1.668830, -0.041447)
H (-1.897201, 0.699552, -2.015018)
H (-1.779037, 1.441455, 1.237266)

Force components x, y, z for each atom (eV/Å):
1.18 0.61 -0.39
0.75 -0.62 0.36
1.30 0.51 -2.79
-0.53 0.26 0.52
-0.31 1.07 1.48
-0.21 1.53 0.81
0.22 0.96 -0.22
0.11 -1.13 0.84
-1.53 -0.27 0.27
-1.19 0.14 1.77
0.40 -0.67 0.66
-0.47 0.41 -0.13
-0.10 -0.59 -1.98
0.38 -2.23 -1.20

frontier orbital gap = 0.3780 Ha
charge = +1

---

[2]
A 2-piece molecular cluster, C2H8NO3 overall in a non-equilibrium geometry. Source: OMol25; level of theory: ωB97M-V with the def2-TZVPD basis set.

CARTESIAN COORDINATES (ANGSTROEM)
O (0.456262, -0.350485, -1.217474)
C (0.114743, -0.415699, -0.086558)
O (-0.970682, 0.063767, 0.523975)
C (1.197754, -0.862756, 1.104101)
N (2.539659, -0.653662, 0.495637)
H (-1.527259, 0.725146, -0.023879)
H (1.190448, -0.109745, 2.042703)
H (0.810967, -1.756424, 1.364333)
H (2.266087, -0.013978, -0.217077)
H (3.269085, -0.375713, 1.159788)
H (2.930549, -1.466210, 0.091803)
H (-2.650661, 2.348124, -1.360012)
H (-3.924514, 1.588461, -0.967077)
O (-2.987741, 1.700056, -0.764662)

Force components x, y, z for each atom (eV/Å):
0.48 -0.29 -1.69
-2.37 2.14 4.39
1.45 -0.43 -1.35
0.30 5.17 0.75
-0.81 -1.07 1.27
-0.33 -0.69 -0.02
-0.84 -1.52 -2.36
-0.35 -3.64 0.93
1.54 1.30 -0.98
-0.19 0.83 0.09
0.47 -1.62 -1.17
0.25 1.06 -0.97
-0.21 -0.22 -0.01
0.60 -1.02 1.13

frontier orbital gap (spin up / spin down) = 0.4112 / 0.1413 Ha
charge = +2
<S²> = 0.759
spin multiplicity = 2

---

Listing relative energy (zero: lowest compared OMol25 entry of this formula, charge and spin) for the structures above in their given order: 178.4, 121.7 kJ/mol.